Molecular formula: C44H111F6N9O13Sr2
Method: DFT, the ωB97M-V functional and the def2-TZVPD basis

Geometry as XYZ:
```
185
Properties=species:S:1:pos:R:3:forces:R:3:mulliken_charge:R:1
H 8.145 27.116 -8.534 -0.228 -0.005 0.061 0.418
H 13.755 20.414 -9.524 -0.345 0.301 0.094 0.303
H 8.487 14.843 -10.309 0.011 -0.171 -0.004 0.105
H 6.573 16.088 -2.015 0.329 0.154 -0.220 0.356
F 6.085 18.618 -3.343 -0.484 -0.378 -0.047 -0.323
O 8.902 18.688 -13.370 0.508 -0.126 0.351 0.381
C 6.728 19.654 -9.298 0.041 0.036 -0.295 -0.004
F 5.507 17.988 -5.358 0.263 0.252 0.381 -0.165
H 11.466 20.358 -15.975 -0.029 0.144 0.157 0.419
H 2.124 12.694 -6.338 0.218 -0.168 0.094 0.342
H 3.819 15.094 -11.802 0.181 -0.121 0.201 -0.063
H 0.661 16.363 -7.943 0.126 0.043 -0.050 0.068
H 9.169 21.066 -12.164 0.017 -0.371 0.490 -0.826
H 6.818 23.876 -11.610 0.228 -0.151 0.040 -0.267
H 10.744 20.537 -5.804 0.544 0.021 0.376 0.340
H 7.399 18.769 -7.535 0.508 0.223 0.140 -0.827
H 6.894 14.003 -6.097 0.225 0.301 -0.536 0.100
O 8.912 13.877 -6.853 -0.186 -0.652 -0.249 -0.387
H 1.453 11.783 -10.254 0.022 0.063 -0.088 0.341
H 8.590 21.840 -15.271 -0.073 -0.297 0.267 0.228
O 8.495 16.724 -5.261 -1.012 0.406 -1.683 -0.638
O 8.602 18.053 -9.086 0.614 0.362 -0.512 0.089
H 13.202 20.080 -7.047 -0.367 0.383 0.243 0.435
H 4.465 18.502 -13.092 -0.045 0.259 -0.099 0.107
C 6.103 15.586 -2.865 0.464 -0.259 -0.229 -0.332
C 8.850 22.594 -14.520 0.056 0.713 -0.615 -0.961
H 8.444 23.530 -14.908 -0.100 -0.018 0.104 0.393
H 2.979 17.165 -5.266 -0.178 -0.238 0.130 0.087
C 4.745 15.928 -8.081 -0.733 -0.541 -0.337 0.044
N 11.813 18.528 -13.083 0.374 -1.025 -0.345 -0.497
Sr 9.490 16.035 -7.509 -1.283 2.147 1.820 1.975
N 8.008 14.998 -9.422 0.505 0.270 -0.357 0.981
H 8.850 21.236 -7.107 0.128 0.255 -0.143 -0.757
H 2.202 11.315 -11.792 0.082 0.161 0.005 0.414
H 7.181 21.568 -6.637 -0.167 0.337 -0.307 0.416
N 6.348 24.523 -13.586 0.722 0.241 -0.410 -0.721
H -1.209 14.862 -8.872 0.754 0.287 0.269 0.326
H 11.834 17.219 -5.365 -0.375 -0.990 0.076 0.376
C 6.546 18.194 -4.521 1.644 -0.069 -0.463 0.634
H 10.182 20.367 -8.778 0.036 -0.538 -0.211 -1.335
H 7.015 13.544 -2.737 0.342 0.520 0.262 0.288
H 1.857 16.114 -10.979 -0.023 0.031 0.046 0.261
H 7.082 19.177 -14.204 -0.027 -0.076 -0.138 0.308
H -0.315 17.402 -6.857 -0.198 0.001 -0.337 0.531
H 8.684 26.739 -6.912 0.035 -0.294 0.132 0.350
H 6.913 11.819 -9.753 0.330 -0.215 -0.244 0.579
H 5.110 25.507 -7.584 0.206 -0.389 -0.077 0.257
H -2.323 15.951 -8.131 0.290 0.353 0.392 0.358
H 15.129 20.389 -5.610 -0.383 0.098 -0.198 0.307
C 6.327 23.520 -12.523 -0.516 0.396 -0.586 1.197
N -1.658 15.516 -5.556 0.181 0.316 -0.818 -0.720
H 6.378 13.168 -10.613 0.308 0.341 -0.279 0.080
C 3.559 12.102 -8.709 0.640 -0.549 0.525 -0.203
H 7.208 15.567 -9.689 -0.099 0.115 0.501 -0.951
H 3.678 13.586 -6.688 0.002 -0.093 0.324 0.132
H 6.072 26.449 -6.659 -0.393 0.247 -0.093 0.270
F 7.556 20.717 -9.195 -0.069 0.193 -0.019 -0.362
H 2.092 14.363 -6.941 0.071 0.033 0.428 -0.533
C 4.308 16.018 -12.129 -1.167 0.556 -0.427 0.904
O 8.369 23.260 -7.214 -0.455 -0.900 -1.188 -0.232
H 11.822 17.623 -13.564 -0.083 -0.046 0.006 0.343
C 7.268 12.786 -10.112 -0.242 -0.655 1.222 -1.615
H 7.548 17.455 -14.344 -0.125 -0.014 -0.014 0.437
C 8.781 13.154 -8.084 -0.347 -1.073 0.026 -1.646
F 5.576 20.047 -8.752 0.113 -0.287 0.198 -0.261
H -0.218 14.357 -6.499 0.194 0.135 -0.160 0.082
H 2.868 19.146 -12.770 -0.087 0.123 0.394 0.471
H 8.140 12.679 -10.760 -0.199 -0.104 -0.270 0.478
H 6.454 21.760 -13.827 0.290 0.589 -0.601 0.530
H 9.375 19.507 -15.284 -0.257 0.547 0.519 0.409
C 13.139 19.870 -10.244 1.121 -0.252 0.150 -1.034
C 11.012 20.700 -9.406 0.190 0.440 0.241 0.151
H 15.395 18.778 -5.016 -0.318 -0.312 0.242 0.307
H 9.932 22.733 -14.500 0.020 -0.218 0.153 0.268
C 7.216 25.315 -7.808 -0.024 -0.565 -0.157 1.377
C 11.977 19.719 -15.257 0.219 0.099 0.224 -1.678
H 5.181 15.482 -7.186 0.110 -0.014 -0.062 -0.213
H 11.578 21.354 -8.738 0.205 0.254 -0.366 0.571
H 2.671 17.537 -6.924 -0.369 0.110 -0.218 -0.167
H 4.431 9.883 -10.125 0.003 0.172 0.533 0.285
C 8.196 21.974 -6.644 0.606 0.577 1.267 -0.214
H 7.219 24.819 -8.786 -0.399 0.196 -0.155 -0.619
H 9.697 13.199 -8.688 0.293 0.432 0.363 0.161
C 7.511 16.969 -4.361 1.729 -0.608 1.437 -0.651
C 3.649 18.516 -12.356 1.262 -0.699 -0.954 -1.066
H 10.816 19.183 -4.586 -0.012 0.170 0.022 0.435
H 7.751 12.515 -5.800 0.297 -0.044 0.144 0.396
H 9.674 23.352 -11.291 -0.442 -0.455 -0.184 0.237
H 7.540 24.474 -5.804 -0.143 0.147 -0.009 0.332
C 9.924 22.807 -10.386 1.241 -0.150 0.536 -1.570
N 9.361 20.619 -11.250 0.592 -0.741 -0.334 1.646
C 7.011 22.239 -13.013 -1.032 -0.763 1.035 -0.639
C 11.146 19.432 -14.016 -1.698 0.625 -1.296 1.384
H 5.606 13.874 -1.707 -0.079 -0.248 -0.121 0.411
H 9.082 22.671 -9.707 -0.173 0.434 -0.100 0.291
O 1.204 16.415 -5.929 0.289 -0.376 0.037 -0.371
H 4.995 16.376 -11.347 0.473 -0.232 -0.116 -0.170
H 13.175 20.388 -11.204 -0.372 0.178 0.074 0.304
C 5.157 17.360 -8.278 -0.179 -0.043 0.002 -0.854
H 5.994 14.586 -14.448 0.073 -0.604 -0.011 0.386
H 9.632 19.269 -5.935 -0.076 -0.381 0.501 -0.180
H 8.499 22.120 -5.599 -0.078 -0.700 0.152 0.600
H 12.814 18.718 -13.077 -0.079 0.428 0.290 0.264
N 11.488 17.213 -6.329 1.205 0.903 0.002 -0.559
C -0.761 15.286 -6.690 -0.028 -0.044 -0.342 0.592
H 3.425 11.177 -8.131 -0.317 -0.203 -0.073 0.427
H 11.339 18.846 -7.630 -0.468 0.044 0.162 -1.515
H 6.710 14.774 -12.897 -0.180 0.286 0.586 0.117
N 4.713 10.810 -10.446 -0.149 -0.476 -0.467 -0.557
H 5.979 25.424 -13.303 -0.358 -0.217 0.254 0.315
F 6.467 19.462 -10.617 0.407 -0.130 0.196 0.020
O 11.854 19.563 -9.747 -1.002 -0.367 -0.292 -0.142
C 7.340 24.136 -6.832 0.054 0.894 0.331 -0.749
H 11.246 21.341 -11.425 0.248 0.477 0.176 0.436
Sr 10.145 18.107 -11.164 -1.411 1.145 1.012 1.170
C 8.385 26.293 -7.860 -0.043 -0.244 -0.611 -1.337
H 2.944 17.101 -10.268 -0.425 0.033 0.330 0.107
H 6.768 13.758 -8.264 -0.053 0.176 -0.066 -1.113
F 7.295 19.237 -4.990 -0.578 -0.101 -0.406 -0.251
H 9.198 25.761 -8.357 0.386 0.120 0.494 0.229
H 4.570 17.774 -9.103 0.103 0.255 0.014 -0.129
O 6.542 17.327 -8.627 0.092 -0.542 -0.641 1.286
H -1.151 15.578 -4.681 0.051 0.310 -0.054 0.287
H 6.953 18.136 -12.806 0.401 -0.034 0.244 -0.090
H 6.886 21.471 -12.240 0.022 0.226 0.363 -0.117
O 6.783 15.795 -4.107 -0.987 -0.415 -0.384 0.017
H 2.577 16.864 -13.115 0.122 -0.278 -0.011 0.683
H 6.344 23.677 -6.836 0.172 -0.446 0.005 0.331
C 10.662 19.464 -5.623 -0.689 -0.202 -1.478 -0.683
C 2.636 13.423 -6.966 -0.364 0.214 -1.346 0.190
H 13.745 18.484 -6.959 -0.064 -0.512 0.287 0.484
H 4.931 15.328 -8.979 0.603 -0.018 0.061 -0.340
C 2.174 17.430 -5.954 0.385 0.049 0.216 -0.180
H 8.679 12.085 -7.881 -0.197 0.027 0.188 0.444
C 7.402 18.452 -8.589 -0.883 -0.478 0.535 0.387
H 3.659 15.801 -8.036 0.018 0.397 0.447 0.106
H 5.071 15.942 -2.913 -0.006 0.167 -0.089 0.243
H 8.024 17.163 -3.401 -0.218 0.652 0.219 0.200
C 13.036 19.165 -6.461 -0.416 0.175 0.141 -1.192
H 12.223 18.797 -15.789 0.102 -0.052 0.111 0.416
H -2.346 14.281 -7.787 0.070 0.010 0.530 0.412
H -2.022 16.425 -5.836 -0.510 0.039 1.078 0.331
H 4.317 22.705 -12.955 0.361 -0.239 -0.115 0.374
H 7.307 24.748 -13.834 -0.019 -0.080 -0.029 0.214
H 10.839 20.362 -13.528 0.613 0.086 0.269 -0.611
C 7.883 13.596 -5.877 -0.516 -0.584 0.261 -0.530
H 8.535 20.821 -10.704 0.030 -0.146 -0.050 -0.777
C 6.073 14.088 -2.669 -0.598 -0.262 -0.174 -1.146
H 3.887 12.669 -10.749 -0.019 0.132 0.117 -1.167
H 4.262 24.142 -12.055 0.403 0.225 0.275 0.411
C 2.291 11.250 -10.706 -0.455 -0.176 -0.131 -1.627
C 3.190 17.069 -12.234 -0.847 0.401 0.255 -0.284
C 7.552 18.333 -13.694 -0.079 0.241 -0.710 -0.744
C 7.634 13.662 -8.920 -0.593 0.179 -0.785 2.739
H 4.654 10.637 -11.450 0.455 0.226 -0.079 0.271
C 5.738 14.645 -13.388 0.320 0.745 -1.757 -0.620
N 2.305 17.023 -11.057 0.562 -0.320 -0.082 -0.657
O 13.343 19.368 -5.098 0.626 -0.463 -1.146 -0.310
C 14.731 19.639 -4.918 -0.215 0.804 0.546 -0.814
C 3.627 11.760 -10.194 -0.762 0.291 0.094 1.804
H 13.679 18.929 -10.374 -0.240 -0.130 -0.061 0.334
C 9.784 18.884 -14.485 0.052 -1.078 -0.164 -1.512
H 5.285 13.705 -13.073 -0.352 0.169 0.207 0.303
O 8.408 22.307 -13.211 0.247 0.197 -0.689 -0.037
H 5.476 13.673 -3.487 -0.269 -0.124 0.236 0.206
C 0.212 16.445 -6.947 0.248 -0.122 0.740 -0.567
H 2.169 10.188 -10.476 0.025 0.029 0.234 0.372
H 4.105 18.904 -11.444 -0.401 0.070 0.180 0.018
N 5.973 26.032 -7.581 0.346 0.715 0.357 -0.704
H 4.981 17.948 -7.377 0.068 0.013 -0.219 0.548
O 4.893 15.793 -13.402 0.584 -0.419 1.341 -0.460
H 1.798 18.395 -5.606 -0.246 0.087 -0.256 0.443
C 11.568 18.678 -6.574 0.879 1.070 -0.258 2.412
H 12.894 20.214 -14.933 0.108 -0.015 -0.299 0.471
H 12.308 16.930 -6.871 0.049 -0.600 0.336 0.281
H 14.747 20.097 -3.931 0.559 -0.308 0.099 0.281
C 10.472 21.379 -10.652 -0.471 1.174 -0.430 0.603
H 10.638 23.478 -9.900 0.110 -0.296 0.286 0.566
H 4.567 12.416 -8.402 0.051 0.431 0.000 -0.173
O 2.578 13.051 -8.359 0.464 -0.129 -0.136 -0.189
H 9.887 17.925 -15.014 0.297 -0.220 0.208 0.591
C 4.865 23.242 -12.177 -0.108 -0.460 0.151 -1.508
H 4.837 22.662 -11.252 -0.271 -0.001 -0.005 0.274
H 8.135 14.060 -4.930 0.439 -0.050 -0.128 0.125
C -1.651 15.117 -7.904 -1.110 -0.903 -1.158 -1.482
```
Positions in Å, forces in eV/Å.

Calculated values
Total charge   +2
Total energy   -105420.8300 eV
Gap between HOMO and LUMO   0.20600 Eh
Highest occupied orbital energy   -11.813 eV